The following is a DFT calculation (ωB97M-V with the def2-TZVPD basis set) of 6 unconnected molecules or ions with the total composition C21H61BClN5O7Si in a non-equilibrium geometry.

Cartesian coordinates (Å):
O  3.5609  -2.7046  8.1378
B  3.0524  -1.4668  8.4180
O  3.5918  -0.7606  9.4539
C  1.8458  -0.8743  7.6097
Si  0.3017  -1.0792  8.6564
Cl  -0.6647  -2.8074  8.0157
H  3.3987  -3.3097  8.8794
H  3.3191  0.1653  9.3528
H  1.7420  -1.4413  6.6978
H  1.9871  0.1714  7.3678
H  -0.5806  0.0913  8.5077
H  0.6281  -1.2751  10.0791
C  4.5193  -1.2476  1.2902
O  5.3318  -1.0629  2.4359
C  5.1503  0.1690  3.1017
C  3.9319  0.2196  4.0314
C  2.5950  0.3051  3.3034
N  3.8834  -0.9181  4.9538
H  4.3919  -0.3125  0.7372
H  3.5402  -1.6535  1.5537
H  5.0171  -1.9687  0.6439
H  6.0476  0.3040  3.7111
H  5.1235  0.9901  2.3721
H  4.0416  1.1279  4.6328
H  2.2809  -0.6629  2.9186
H  1.8140  0.6362  3.9882
H  2.6320  1.0083  2.4691
H  4.7142  -0.9159  5.5389
H  3.9670  -1.7691  4.4049
C  -0.8752  0.4092  1.6560
O  -0.3430  -0.8977  1.8013
C  -1.0992  -1.7702  2.6179
C  -2.3319  -2.3837  1.9442
C  -3.4974  -1.4153  1.7845
N  -2.0179  -2.9682  0.6373
H  -1.3591  0.7499  2.5764
H  -1.5833  0.4551  0.8253
H  -0.0442  1.0769  1.4298
H  -0.4143  -2.5839  2.8719
H  -1.3698  -1.2691  3.5575
H  -2.6662  -3.1965  2.5955
H  -3.3474  -0.7381  0.9438
H  -4.4159  -1.9669  1.5866
H  -3.6504  -0.8181  2.6854
H  -1.3330  -3.7088  0.7534
H  -1.5446  -2.2595  0.0838
C  2.1575  -4.3696  -0.3411
O  3.1926  -3.9105  -1.1882
C  4.4720  -4.4540  -0.9376
C  4.7217  -5.8501  -1.5182
C  4.0337  -6.9778  -0.7556
N  4.3579  -5.9413  -2.9342
H  2.5206  -4.5330  0.6785
H  1.7019  -5.2890  -0.7165
H  1.3910  -3.5948  -0.3185
H  5.1696  -3.7635  -1.4193
H  4.6845  -4.4297  0.1405
H  5.8000  -6.0190  -1.4449
H  2.9759  -7.0495  -1.0058
H  4.4872  -7.9325  -1.0168
H  4.1243  -6.8427  0.3236
H  4.9144  -5.2834  -3.4709
H  3.4022  -5.6120  -3.0343
C  -4.7272  0.8429  -1.4307
O  -3.3226  0.6847  -1.5429
C  -2.8612  0.3338  -2.8321
C  -2.7695  1.4933  -3.8304
C  -4.1108  1.9662  -4.3770
N  -2.0553  2.6512  -3.2831
H  -5.2650  0.1362  -2.0686
H  -5.0263  1.8645  -1.6747
H  -4.9968  0.6518  -0.3927
H  -1.8508  -0.0525  -2.6747
H  -3.4643  -0.4898  -3.2364
H  -2.1865  1.1188  -4.6768
H  -4.6387  2.6076  -3.6723
H  -3.9495  2.5498  -5.2823
H  -4.7610  1.1286  -4.6341
H  -1.1067  2.3825  -3.0411
H  -2.4886  2.8970  -2.3977
C  -3.9835  6.8382  -8.7228
O  -3.4584  5.7650  -7.9679
C  -2.6963  6.1331  -6.8361
C  -3.5121  6.5148  -5.5962
C  -4.1679  7.8903  -5.6730
N  -4.5313  5.5145  -5.2724
H  -3.2884  7.6829  -8.7508
H  -4.9482  7.1748  -8.3354
H  -4.1350  6.4769  -9.7391
H  -2.1095  5.2452  -6.5884
H  -1.9881  6.9299  -7.1027
H  -2.8023  6.5382  -4.7644
H  -5.0734  7.8745  -6.2785
H  -4.4581  8.2189  -4.6762
H  -3.4872  8.6343  -6.0910
H  -4.0739  4.6251  -5.1007
H  -5.0838  5.3566  -6.1107

Computed properties:
2S+1   1
E_LUMO   0.38 eV
SMILES string   OB(O)C[SiH2]Cl.COC[C@@H](C)N.COC[C@@H](C)N.COC[C@@H](C)N.COC[C@@H](C)N.COC[C@@H](C)N
Frontier orbital gap   0.349 hartree
Relative energy (zero: lowest compared OMol25 entry of this formula, charge and spin)   0.0 kcal/mol

Partial charges, Mulliken, in e: O -0.599; B 0.436; O -0.514; C -0.493; Si 0.534; Cl -0.268; H 0.297; H 0.308; H 0.194; H 0.366; H -0.149; H -0.135; C -0.206; O -0.402; C -0.848; C 0.321; C -1.269; N -0.412; H 0.299; H 0.108; H 0.024; H 0.369; H 0.406; H 0.357; H 0.050; H 0.383; H 0.362; H 0.245; H 0.241; C -0.636; O -0.219; C -0.741; C 0.293; C -0.990; N -0.677; H 0.394; H 0.018; H 0.257; H 0.318; H 0.422; H 0.410; H -0.180; H 0.412; H 0.365; H 0.272; H 0.302; C -0.592; O -0.438; C -0.601; C 0.242; C -1.420; N -0.724; H 0.289; H 0.269; H 0.221; H 0.335; H 0.392; H 0.435; H 0.302; H 0.347; H 0.344; H 0.280; H 0.309; C -0.839; O -0.231; C -0.815; C 0.459; C -1.549; N -0.643; H 0.364; H 0.288; H 0.266; H 0.359; H 0.390; H 0.370; H 0.404; H 0.291; H 0.378; H 0.266; H 0.290; C -0.653; O -0.388; C -0.713; C 0.420; C -1.522; N -0.676; H 0.306; H 0.223; H 0.260; H 0.344; H 0.438; H 0.408; H 0.287; H 0.385; H 0.351; H 0.128; H 0.342


The following is a DFT calculation (ωB97M-V with the def2-TZVPD basis set) of a molecular structure, C21H61N6O10P2S4V in a non-equilibrium geometry.

Cartesian coordinates (Å):
O  -2.6397  -1.4834  -0.7415
V  -1.6943  -1.9015  0.4874
O  1.4201  0.5250  0.6528
C  0.3422  -0.2112  0.4506
O  -0.7802  0.0413  1.0019
O  0.3205  -1.2200  -0.2966
H  1.1373  1.2815  1.2270
O  -1.4168  5.5723  -1.9090
P  -2.6263  4.7303  -1.8018
N  -2.3324  3.0873  -1.6922
C  -0.9976  2.5505  -1.8030
C  -3.3538  2.0542  -1.6893
N  -3.6399  4.9412  -3.1270
C  -5.0426  4.5601  -3.1165
C  -3.1049  5.0201  -4.4840
N  -3.6359  5.0405  -0.4909
C  -4.1572  6.3996  -0.3648
C  -3.4899  4.3660  0.8188
H  -0.3092  3.3446  -2.0976
H  -0.9060  1.7669  -2.5654
H  -0.6380  2.0626  -0.8871
H  -3.0596  1.2486  -1.0129
H  -3.6594  1.6643  -2.6601
H  -4.2293  2.4390  -1.1603
H  -5.3362  4.0017  -2.2291
H  -5.7436  5.3830  -3.2624
H  -5.2300  3.8043  -3.8912
H  -2.1609  5.5550  -4.5011
H  -3.0215  4.0152  -4.9191
H  -3.8704  5.5096  -5.0889
H  -4.2771  6.8367  -1.3586
H  -5.1579  6.3771  0.0681
H  -3.4456  7.0194  0.1881
H  -3.4567  3.2992  0.6038
H  -4.4034  4.5848  1.3665
H  -2.5851  4.7488  1.2952
O  -0.5729  -2.6058  2.2922
P  0.3532  -3.3309  3.2124
N  0.2009  -2.7521  4.7499
C  1.2306  -2.7103  5.7796
C  -1.1171  -2.2503  5.1203
N  1.9720  -3.2009  2.7766
C  2.6812  -1.9211  2.9733
C  2.5050  -3.9611  1.6461
N  0.1013  -4.9496  3.1962
C  -0.4915  -5.5875  2.0183
C  0.4817  -5.8357  4.2774
H  2.1648  -3.1629  5.4452
H  0.9072  -3.3644  6.5936
H  1.4412  -1.6883  6.0903
H  -1.9292  -2.8120  4.6557
H  -1.2494  -1.1963  4.8725
H  -1.2851  -2.3876  6.1893
H  2.4048  -1.3742  3.8698
H  3.7453  -2.1565  3.0099
H  2.4888  -1.3254  2.0786
H  2.0255  -3.6180  0.7234
H  3.5765  -3.8393  1.5133
H  2.2800  -5.0169  1.7824
H  -1.4344  -5.1284  1.7216
H  0.1819  -5.6219  1.1608
H  -0.7528  -6.6195  2.2552
H  1.2118  -6.5511  3.8798
H  -0.3332  -6.4253  4.6994
H  1.0094  -5.2948  5.0589
C  0.2791  -3.3891  -2.7852
S  -0.6670  -4.5037  -1.6667
O  -1.3027  -3.5948  -0.6279
C  -2.0547  -4.7459  -2.7861
H  0.3304  -3.9188  -3.7346
H  1.2859  -3.2252  -2.4091
H  -0.2482  -2.4402  -2.8332
H  -1.8488  -5.2463  -3.7306
H  -2.4295  -3.7455  -2.9967
H  -2.7443  -5.3654  -2.2150
C  5.8895  -1.6175  -1.9717
S  4.2090  -2.3428  -1.8721
O  4.3294  -3.7612  -1.4178
C  3.8407  -1.4626  -0.3127
H  6.4606  -1.8087  -1.0619
H  5.7562  -0.5351  -1.9816
H  6.3997  -2.0721  -2.8155
H  3.6412  -0.4086  -0.5202
H  4.6096  -1.5882  0.4433
H  2.8650  -1.7831  0.0446
C  0.9089  4.5637  2.7385
S  2.2731  3.4826  2.2111
O  1.8588  2.1099  2.7443
C  1.8736  3.5387  0.4126
H  -0.0230  4.0049  2.7086
H  0.8361  5.4671  2.1330
H  1.2024  4.8599  3.7438
H  2.1316  4.5604  0.1345
H  0.8522  3.1822  0.3176
H  2.5216  2.9154  -0.2026
C  1.1901  -0.2664  -3.9087
S  2.8522  0.4999  -4.2207
O  2.5257  1.4738  -5.3111
C  2.7628  1.3730  -2.6122
H  1.1599  -0.7047  -2.9118
H  1.0016  -1.0115  -4.6788
H  0.4760  0.5528  -3.9532
H  2.3623  0.7573  -1.8063
H  2.2106  2.3110  -2.6024
H  3.8058  1.5586  -2.3374

Computed properties:
2S+1   2
E_LUMO (spin up / spin down)   -4.27 / -3.84 eV
<S²>   0.79
Net charge   +1
Frontier orbital gap (spin up / spin down)   0.216 / 0.232 hartree
Relative energy (zero: lowest compared OMol25 entry of this formula, charge and spin)   0.0 kcal/mol

Atomic partial charges in e from the Mulliken method, atoms 1 to 99: O -0.524; V 0.986; O -0.067; C 1.467; O -1.020; O -0.236; H -0.103; O -0.929; P 0.567; N 0.686; C -1.165; C -1.160; N 0.155; C -1.120; C -1.094; N 0.292; C -1.103; C -0.921; H 0.459; H 0.619; H -0.209; H 0.259; H 0.230; H 0.405; H 0.371; H 0.291; H 0.384; H 0.297; H 0.322; H 0.404; H 0.364; H 0.348; H 0.328; H 0.206; H 0.386; H 0.268; O -0.335; P -0.050; N 0.454; C -1.311; C -1.057; N 0.287; C -0.599; C -0.713; N 0.306; C -0.931; C -1.017; H 0.422; H 0.426; H 0.397; H 0.308; H 0.260; H 0.396; H 0.299; H 0.339; H -0.024; H 0.010; H 0.412; H 0.304; H 0.197; H 0.254; H 0.413; H 0.405; H 0.328; H 0.284; C -0.664; S 0.478; O -0.340; C -1.138; H 0.591; H 0.063; H 0.122; H 0.422; H 0.340; H 0.371; C -0.980; S 0.575; O -0.665; C 0.223; H 0.329; H 0.285; H 0.400; H 0.202; H 0.672; H -1.142; C -0.913; S 0.367; O -0.515; C -0.534; H 0.208; H 0.391; H 0.407; H 0.533; H -0.082; H 0.223; C -0.423; S 0.506; O -0.650; C -0.588


The following is a DFT calculation (ωB97M-V with the def2-TZVPD basis set) of 9 unconnected molecules or ions with the total composition C21H62N2O11 in a non-equilibrium geometry.

Cartesian coordinates (Å):
C  -11.0415  -14.6395  16.4818
O  -10.0263  -14.9908  15.6395
C  -9.0018  -13.9922  15.5192
C  -8.1183  -14.2860  14.3639
N  -8.6851  -14.3572  13.0059
C  -9.5377  -13.2193  12.6420
C  -8.8697  -11.9534  12.3020
O  -8.3366  -11.3600  13.4393
C  -7.7235  -10.1066  13.1440
H  -11.6322  -13.7629  16.1124
H  -10.6580  -14.3258  17.4684
H  -11.7772  -15.4613  16.5726
H  -8.3506  -13.8191  16.4305
H  -9.5817  -13.0767  15.3852
H  -7.5767  -15.2468  14.4796
H  -7.3487  -13.4742  14.4064
H  -9.1818  -15.2174  12.8699
H  -10.2614  -12.9196  13.4319
H  -10.1912  -13.5152  11.8092
H  -9.6503  -11.2805  11.8803
H  -8.0805  -12.0563  11.5745
H  -7.3776  -9.6688  14.0778
H  -8.4306  -9.4319  12.6728
H  -6.8921  -10.2369  12.4735
C  -2.0031  -14.4073  10.7955
O  -3.2599  -13.7911  10.5458
C  -3.4677  -13.4599  9.1868
C  -4.6460  -12.5304  9.1015
N  -5.8092  -13.0820  9.7056
C  -6.2878  -14.3218  9.0811
C  -7.5850  -14.8238  9.7804
O  -7.9060  -16.0920  9.3021
C  -9.2688  -16.3447  9.3491
H  -1.9453  -15.3091  10.1619
H  -2.0041  -14.6984  11.8511
H  -1.2058  -13.6939  10.5664
H  -3.6237  -14.3422  8.5599
H  -2.5474  -12.9773  8.8082
H  -4.8042  -12.1083  8.0872
H  -4.4087  -11.5734  9.5998
H  -5.5635  -13.2938  10.6682
H  -5.5470  -15.1221  9.1545
H  -6.6101  -14.2363  8.0271
H  -8.4507  -14.1529  9.5351
H  -7.5061  -14.8279  10.8943
H  -9.4086  -17.4050  9.2345
H  -9.7748  -15.8624  8.4797
H  -9.7791  -16.0479  10.2531
C  -13.9212  -15.6216  9.1934
C  -12.5905  -15.7087  9.8734
O  -12.2281  -17.0859  10.1517
H  -13.6923  -16.1885  8.3061
H  -14.3013  -14.6176  9.0083
H  -14.6787  -16.0805  9.7863
H  -12.5263  -15.1873  10.8219
H  -11.8382  -15.2229  9.2317
H  -13.0260  -17.6172  10.2055
C  -13.4378  -19.7684  17.2088
C  -13.0140  -18.7194  16.2574
O  -12.8922  -17.4276  16.8871
H  -12.7069  -19.7991  18.0008
H  -13.4528  -20.7414  16.6822
H  -14.4112  -19.6452  17.6183
H  -13.6546  -18.5638  15.3510
H  -12.0430  -19.0907  15.8450
H  -12.1757  -17.4771  17.5372
C  -14.5284  -19.4530  11.9864
O  -14.6648  -18.8806  10.6854
H  -14.9033  -20.4750  12.0495
H  -13.5310  -19.4159  12.4332
H  -15.2421  -18.9153  12.6135
H  -14.4730  -19.5325  10.0114
C  -13.7574  -15.1363  14.0435
O  -13.8516  -16.4353  14.6280
H  -14.3829  -14.3956  14.5462
H  -12.7629  -14.7227  14.0769
H  -13.9675  -15.1132  12.9802
H  -13.3421  -16.4159  15.4469
C  -10.9274  -20.3432  11.6894
O  -10.7259  -21.0834  10.5192
H  -11.7367  -20.9651  12.1234
H  -10.0453  -20.2493  12.3361
H  -11.3421  -19.3452  11.5165
H  -10.2857  -20.5759  9.8376
C  -9.3515  -17.4302  17.9470
O  -10.5215  -17.9588  18.5112
H  -8.4261  -17.8888  18.3146
H  -9.4827  -17.5675  16.8788
H  -9.2720  -16.3822  18.1435
H  -10.5415  -17.9944  19.4702
C  -11.0533  -17.3350  13.5127
O  -10.3081  -16.7434  12.4682
H  -11.0605  -16.6245  14.3970
H  -12.1164  -17.4660  13.1857
H  -10.5999  -18.2873  13.7995
H  -10.6857  -17.0722  11.6439

Computed properties:
2S+1   1
E_LUMO   0.57 eV
SMILES string   COCCNCCOC.COCCNCCOC.CCO.CCO.CO.CO.CO.CO.CO
Frontier orbital gap   0.323 hartree
Relative energy (zero: lowest compared OMol25 entry of this formula, charge and spin)   65.2 kcal/mol

Partial charges, Mulliken, in e: C -0.651; O 0.263; C -0.706; C -1.045; N 0.105; C -0.043; C -0.685; O -0.186; C -0.801; H 0.338; H 0.461; H -0.092; H 0.235; H 0.446; H 0.525; H 0.388; H 0.074; H 0.089; H 0.064; H 0.361; H 0.297; H 0.235; H 0.319; H 0.296; C -0.770; O -0.271; C -0.432; C -0.955; N -0.141; C -0.662; C 0.002; O -0.426; C -0.058; H 0.318; H 0.224; H 0.292; H 0.317; H 0.494; H 0.381; H 0.331; H 0.287; H 0.277; H 0.202; H 0.228; H 0.072; H 0.298; H 0.334; H -0.212; C -1.492; C 0.356; O -0.207; H 0.358; H 0.403; H 0.354; H -0.039; H 0.282; H 0.095; C -1.380; C 0.287; O -0.707; H 0.309; H 0.356; H 0.375; H 0.265; H 0.072; H 0.212; C -0.379; O -0.518; H 0.456; H -0.097; H 0.239; H 0.268; C -0.284; O -0.445; H 0.325; H -0.120; H 0.203; H 0.348; C -0.043; O -0.562; H 0.225; H 0.318; H -0.202; H 0.306; C -0.441; O -0.496; H 0.372; H 0.111; H 0.222; H 0.253; C 0.248; O -0.657; H -0.287; H 0.113; H 0.202; H 0.004